Entry 1:
Below is a molecular structure, C5H10O at a distorted geometry, with properties calculated with wB97M-V/def2-TZVPD.

```
16
Properties=species:S:1:pos:R:3:forces:R:3:mulliken_charge:R:1
C -1.3243 0.5332 -0.6051 0.1 0.1 -0.1 -1.239
C -0.6075 0.0605 0.6602 0.0 0.0 0.0 0.078
C -0.7130 -1.4534 0.4872 0.2 -0.3 -0.1 -0.491
O 0.4343 -1.3826 -0.4412 0.0 -0.4 0.4 -0.482
C 0.8549 -0.1957 0.2968 0.2 0.3 0.2 0.203
C 1.6581 0.9133 -0.3516 0.0 -0.1 -0.1 -1.339
H -2.4030 0.3488 -0.5236 0.2 0.1 -0.1 0.319
H -0.8497 -0.1444 -1.3453 -0.9 0.8 -0.2 0.335
H -1.1526 1.5656 -0.9106 0.0 0.0 0.2 0.291
H -0.8309 0.5641 1.6071 -0.1 -0.2 -0.2 0.393
H -1.6755 -1.8020 0.0791 0.6 -0.1 -0.2 0.292
H -0.4125 -2.0844 1.3231 -0.1 0.1 0.3 0.295
H 1.4134 -0.5728 1.1632 0.0 0.2 0.1 0.355
H 2.6091 0.5663 -0.7627 -0.1 -0.1 0.0 0.369
H 1.8897 1.6290 0.4507 0.0 -0.1 -0.2 0.327
H 1.1096 1.4543 -1.1272 0.1 -0.2 0.0 0.294
```
Positions in Å, forces in eV/Å.

F_max in hartree/bohr: 0.024
HOMO energy in hartree: -0.3549
Energy above the lowest of the compared OMol25 structures with the same formula, charge and spin in kcal per mole: 39.5
Gap between HOMO and LUMO in eV: 10.82

=====

Entry 2:
Below is 2 unconnected molecules or ions with the total composition C5H10O, with properties calculated with wB97M-V/def2-TZVPD.

```
16
Properties=species:S:1:pos:R:3:forces:R:3:mulliken_charge:R:1
C 0.8276 1.4538 -0.5781 0.0 0.0 0.0 -1.194
C 0.6388 0.3373 0.4408 0.2 0.1 0.0 0.388
C -0.4794 0.3860 1.4249 0.0 0.1 0.3 -0.416
C -1.6407 0.1788 0.5034 -0.2 0.1 -0.1 -0.631
C -0.4503 -0.7127 0.4364 0.0 -0.2 0.0 -0.422
H 1.0818 2.3697 -0.0316 0.0 -0.1 -0.2 0.362
H -0.0791 1.6599 -1.1546 0.1 -0.1 0.1 0.276
H 1.6395 1.2503 -1.2848 -0.1 -0.1 0.1 0.367
H 1.5856 -0.0261 0.8476 -0.2 0.1 0.0 0.273
H -0.4391 0.3169 2.5017 -0.1 0.0 -0.1 0.295
H -2.5394 -0.2412 0.9498 0.1 0.0 -0.1 0.247
H -1.8387 0.8671 -0.3178 0.0 0.0 0.2 0.118
H -0.4047 -1.7767 0.6324 0.1 0.2 0.0 0.321
O 0.6799 -2.1015 -1.8486 0.2 -0.1 0.0 -0.688
H 0.5141 -1.2641 -1.3961 0.0 -0.1 -0.1 0.388
H 0.9041 -2.6973 -1.1254 0.0 0.0 -0.2 0.315
```
Positions in Å, forces in eV/Å.

F_max in hartree/bohr: 0.006
HOMO energy in hartree: -0.3516
SMILES: C[C@H]1[C@H]2C[C@@H]12.O
Energy above the lowest of the compared OMol25 structures with the same formula, charge and spin in kcal per mole: 55.8
Gap between HOMO and LUMO in eV: 10.55

=====

Entry 3:
Below is C5H10O in the gas phase at a distorted geometry, with properties calculated with wB97M-V/def2-TZVPD.

```
16
Properties=species:S:1:pos:R:3:forces:R:3:mulliken_charge:R:1
C 2.4433 -0.0215 0.1059 2.4 -0.9 0.7 -0.631
O 1.1712 0.0318 -0.4075 -0.1 0.4 -0.5 -0.357
C -0.0286 0.0150 0.3439 1.3 -1.0 -0.4 0.347
C -0.9449 1.1402 -0.0754 -0.8 -3.2 0.6 -0.807
C -2.0679 0.0050 0.0433 -0.4 -0.6 -0.5 -0.502
C -0.9468 -1.1250 -0.0801 -0.6 3.7 -0.8 -0.926
H 3.1193 -0.6380 -0.6248 -1.3 0.8 1.5 0.188
H 2.4250 -0.4691 1.1317 0.3 -0.1 -0.8 0.288
H 3.0157 0.9428 0.2550 -1.0 -0.4 -0.4 0.231
H 0.0202 -0.0800 1.4334 0.9 0.5 0.1 0.377
H -0.9322 1.8758 0.6679 -0.3 1.7 0.4 0.293
H -0.6982 1.3848 -1.1015 -0.3 0.5 0.0 0.280
H -2.7067 -0.0242 -0.8612 -0.2 0.1 1.0 0.306
H -2.6154 -0.1123 1.0061 0.2 0.7 -0.8 0.270
H -0.8877 -2.0121 0.4676 -0.3 -1.4 0.7 0.346
H -0.8391 -1.2042 -1.1399 0.3 -0.8 -0.7 0.296
```
Positions in Å, forces in eV/Å.

F_max in hartree/bohr: 0.074
HOMO energy in hartree: -0.3420
SMILES: COC1CCC1
Energy above the lowest of the compared OMol25 structures with the same formula, charge and spin in kcal per mole: 57.1
Gap between HOMO and LUMO in eV: 10.46

=====

Entry 4:
Below is a molecular structure, C5H10O, with properties calculated with wB97M-V/def2-TZVPD.

```
16
Properties=species:S:1:pos:R:3:forces:R:3:mulliken_charge:R:1
C -0.6709 -1.1906 -0.1661 0.0 -0.3 0.0 -0.788
C -0.0759 -0.1590 0.6721 0.1 0.4 0.0 0.335
C 1.1966 -0.4997 1.4345 0.0 0.0 0.0 -1.418
C 0.3206 0.9913 -0.4703 -0.1 -0.7 -0.2 0.135
C -0.8785 0.9022 -1.3803 -0.2 -0.1 -0.1 -0.714
O 0.3783 2.2284 -0.1351 0.1 0.4 0.2 -0.633
H -0.9659 -0.4118 -1.2872 0.0 0.2 -0.1 0.066
H -1.6766 -1.5603 0.0265 0.2 0.1 0.0 0.374
H -0.0036 -1.9274 -0.6173 -0.1 0.1 0.1 0.319
H -0.8147 0.3264 1.3177 0.1 -0.1 -0.1 0.300
H 1.0013 -1.1431 2.2986 0.0 0.1 -0.1 0.369
H 1.6543 0.4308 1.7896 -0.1 -0.1 0.0 0.346
H 1.9200 -1.0086 0.7862 -0.1 0.1 0.1 0.356
H 1.2181 0.5407 -0.9673 -0.1 0.1 0.1 0.267
H -0.7924 1.2766 -2.4040 0.0 -0.1 0.2 0.356
H -1.8108 1.2042 -0.8976 0.1 -0.1 -0.1 0.331
```
Positions in Å, forces in eV/Å.

F_max in hartree/bohr: 0.014
HOMO energy (spin up / spin down) in hartree: -0.3263 / -0.3067
Energy above the lowest of the compared OMol25 structures with the same formula, charge and spin in kcal per mole: 108.1
Gap between HOMO and LUMO (spin up / spin down) in eV: 8.15 / 7.39

=====

Entry 5:
Below is C5H10O in the gas phase at a distorted geometry, with properties calculated with wB97M-V/def2-TZVPD.

```
16
Properties=species:S:1:pos:R:3:forces:R:3:mulliken_charge:R:1
C -0.5256 1.3715 -0.8376 0.0 0.1 0.0 -1.466
C -0.4728 0.1777 0.1157 -0.1 0.0 0.0 0.800
C -1.4475 -0.9259 -0.2800 -0.1 -0.1 0.0 -1.499
C 0.9318 -0.3583 0.1569 -0.3 -0.2 -0.3 -0.016
C 1.9417 0.1886 1.0730 -0.1 -1.4 0.4 -0.797
O 1.2523 -1.3392 1.1235 -0.1 -0.9 -0.9 -0.429
H 0.1716 2.1579 -0.5272 -0.1 -0.1 0.0 0.363
H -1.5310 1.8023 -0.8662 0.1 -0.1 0.0 0.389
H -0.2643 1.0713 -1.8604 0.0 0.0 0.1 0.344
H -0.7075 0.5267 1.1298 0.0 -0.1 -0.1 0.130
H -2.4782 -0.5599 -0.2600 0.1 -0.1 0.0 0.391
H -1.3715 -1.7780 0.4035 0.0 0.1 -0.1 0.356
H -1.2394 -1.2866 -1.2952 0.0 0.1 0.1 0.340
H 1.2994 -0.7526 -0.7927 0.0 0.5 -0.2 0.445
H 2.9691 0.0990 0.6878 -0.3 0.0 0.6 0.203
H 1.4720 -0.3945 2.0291 0.9 2.2 0.4 0.447
```
Positions in Å, forces in eV/Å.

F_max in hartree/bohr: 0.047
HOMO energy in hartree: -0.3589
SMILES: CC(C)[C@H]1CO1
Energy above the lowest of the compared OMol25 structures with the same formula, charge and spin in kcal per mole: 91.8
Gap between HOMO and LUMO in eV: 10.83

=====

Entry 6:
Below is C5H10O in the gas phase at a distorted geometry, with properties calculated with wB97M-V/def2-TZVPD.

```
16
Properties=species:S:1:pos:R:3:forces:R:3:mulliken_charge:R:1
C 1.9889 -0.2595 0.4693 0.6 0.2 -0.3 -0.688
O 1.1289 0.7519 0.2404 0.2 0.2 0.3 -0.347
C -0.0201 0.6358 -0.3345 -0.3 0.1 -0.4 0.778
C -0.9306 1.8098 -0.2508 0.0 0.1 0.0 -1.149
C -0.5077 -0.7127 -0.7392 0.1 0.1 0.0 -0.602
C -0.5163 -1.4240 0.6221 0.2 -0.3 0.1 -0.903
H 0.4577 -1.1244 1.1217 -1.1 -0.4 0.1 0.335
H 2.0993 -1.0036 -0.3143 -0.1 0.0 0.2 0.258
H 2.8588 0.0650 1.0157 0.1 0.2 -0.2 0.229
H -1.8291 1.5712 0.3400 0.2 0.0 -0.1 0.277
H -0.4235 2.6553 0.2185 -0.1 -0.1 -0.1 0.351
H -1.2752 2.0993 -1.2505 0.0 0.1 0.1 0.285
H -1.4907 -0.6324 -1.2204 0.2 0.0 0.2 0.300
H 0.1586 -1.2057 -1.4597 0.0 0.1 0.1 0.272
H -0.4382 -2.5090 0.5682 -0.2 -0.1 -0.1 0.323
H -1.4147 -1.1411 1.1823 0.3 -0.1 0.0 0.280
```
Positions in Å, forces in eV/Å.

F_max in hartree/bohr: 0.022
HOMO energy (spin up / spin down) in hartree: -0.2429 / -0.2571
Energy above the lowest of the compared OMol25 structures with the same formula, charge and spin in kcal per mole: 86.5
Gap between HOMO and LUMO (spin up / spin down) in eV: 7.55 / 8.05

=====

Entry 7:
Below is C5H10O in the gas phase at a distorted geometry, with properties calculated with wB97M-V/def2-TZVPD.

```
16
Properties=species:S:1:pos:R:3:forces:R:3:mulliken_charge:R:1
C -1.1672 -0.8658 -1.4044 -0.1 0.2 -0.2 -1.211
C -0.7513 -0.9455 0.0399 -0.1 0.4 0.0 -0.317
C 0.2526 0.2069 0.4282 0.6 -0.8 -0.1 1.061
C 0.8421 1.3763 -0.4201 -0.1 -0.5 -0.1 -1.271
C 0.6303 0.2888 1.8444 0.0 0.1 0.4 -0.835
O 1.2894 -0.6195 0.9968 1.2 0.0 0.4 -0.504
H -0.2649 -0.7683 -2.0185 -0.2 0.0 -0.1 0.290
H -1.7896 0.0162 -1.5435 -0.1 0.0 -0.4 0.291
H -1.6932 -1.7655 -1.7354 -0.1 0.2 0.1 0.378
H -0.2353 -1.9180 0.1721 0.0 0.8 0.1 0.296
H -1.5878 -0.9965 0.7467 -0.1 0.3 -0.3 0.301
H 0.7479 1.2456 -1.4999 -0.1 -0.1 0.1 0.308
H 0.5041 2.4050 -0.1917 -0.3 -0.7 0.2 0.266
H 1.9152 1.3693 -0.1854 -0.2 -0.1 -0.1 0.381
H -0.0570 -0.0567 2.6181 0.3 -0.3 -0.1 0.271
H 1.3646 1.0277 2.1526 -0.6 0.5 0.2 0.295
```
Positions in Å, forces in eV/Å.

F_max in hartree/bohr: 0.025
HOMO energy in hartree: -0.3549
SMILES: CC[C@@]1(C)CO1
Energy above the lowest of the compared OMol25 structures with the same formula, charge and spin in kcal per mole: 47.3
Gap between HOMO and LUMO in eV: 10.72